(1)
Density functional theory data (ωB97M-V with the def2-TZVPD basis set) for an isolated molecule of C5H9FO at a distorted geometry.

The geometry in XYZ format:
```
16
Properties=species:S:1:pos:R:3
F 0.71 1.78 -0.50
H 1.54 1.29 1.31
H -2.06 -0.56 1.05
C 0.59 -0.47 0.37
C -1.88 -0.13 0.04
C -0.61 -0.77 -0.54
C 1.96 -0.28 -0.20
H -2.77 -0.39 -0.53
H 0.50 -0.94 1.37
H -0.77 -1.84 -0.62
C 1.26 0.84 0.39
O -1.86 1.27 0.13
H 2.78 -0.68 0.37
H -0.56 -0.34 -1.52
H 2.07 -0.29 -1.25
H -0.90 1.51 0.14
```

Values from the calculation:
- DFT total energy: -10094.475 eV
- Energy above the lowest of the compared OMol25 structures with the same formula, charge and spin: 30.4 kcal per mole
- LUMO: 0.991 eV
- Charge: 0
- Structure (SMILES): OCC[C@H]1C[C@H]1F

Let us look at the Mulliken charges, expressed in e, one per atom: F -0.36; H 0.38; H 0.26; C -0.01; C -0.53; C -0.74; C -0.77; H 0.35; H 0.32; H 0.35; C 0.04; O -0.57; H 0.26; H 0.29; H 0.28; H 0.45

=====

(2)
Density functional theory data (ωB97M-V with the def2-TZVPD basis set) for a structure of composition C48H61N7O2Si2V at a distorted geometry.

The geometry in XYZ format:
```
121
Properties=species:S:1:pos:R:3
H 0.04 3.87 2.44
Si 0.96 -2.53 -0.62
H -1.62 -7.73 -1.38
H -2.46 4.77 -0.13
H 2.56 -1.39 1.92
H -1.14 -0.06 -4.84
H 1.43 2.37 -3.25
C 3.86 -4.65 1.64
H 4.00 -2.12 -1.25
N -2.25 0.90 0.97
N -5.62 7.92 -3.60
H -3.75 -2.62 -1.45
C 0.15 -4.28 -0.89
H -1.80 -3.58 -0.36
H 1.36 -1.75 5.74
C 3.93 -2.82 -0.42
H 2.03 2.07 0.39
H -4.99 -2.54 0.57
H 2.44 -1.56 4.35
H -2.93 -5.75 -0.66
C 2.81 -0.63 -3.89
C -2.00 1.34 -1.95
C -5.12 6.97 -3.17
H -4.30 3.53 1.00
H 3.87 4.52 -1.43
C -1.35 0.22 -3.81
H 0.81 -7.50 -1.78
C -1.14 -6.77 -1.25
H 3.06 0.06 2.80
H 0.22 2.71 1.11
C 0.86 -5.41 -1.29
H 1.47 -3.16 -5.68
H -1.21 1.69 4.38
O -2.01 -1.79 1.21
H -2.50 0.12 2.94
C 1.59 -2.15 -2.42
C -2.78 0.88 2.23
H 1.08 -2.81 2.61
H 4.31 2.90 -0.86
C 2.68 -4.16 1.08
C 5.09 -4.21 1.17
H -4.11 -1.00 -1.29
H 3.43 4.00 0.21
H -0.03 1.93 -0.92
C 2.36 -1.00 -2.63
H -0.94 -0.22 5.41
C 1.11 4.16 -1.20
C -2.63 2.26 -1.06
H 1.74 -4.56 1.44
C 5.12 -3.30 0.12
H 0.78 0.76 -1.73
C 0.28 -2.66 3.33
H 0.39 -3.39 4.14
C -3.27 3.45 -1.61
H 2.61 2.31 2.43
H -1.21 2.67 2.12
C -1.13 -0.56 -2.69
N -3.68 -1.81 -0.86
H 2.63 -0.38 -1.77
C 2.49 -1.40 -5.00
H -2.11 2.30 -3.96
H 1.77 -0.13 5.15
C -2.81 2.00 0.31
H -1.86 -1.06 4.15
C -1.87 -5.66 -0.85
C 0.56 1.86 3.12
H 1.40 5.10 -1.68
H 2.82 -1.11 -5.99
C -3.69 5.85 -1.51
H 2.69 0.12 1.06
C -1.87 1.44 -3.36
H 0.18 3.82 -1.66
H -3.53 6.81 -1.03
O -3.61 -2.67 2.52
H 1.96 3.43 3.64
C -4.71 4.54 -3.25
V -0.97 -0.56 0.33
H 6.07 -2.97 -0.28
C -0.14 2.83 2.13
C 3.54 3.67 -0.83
Si 0.54 0.00 2.39
C 2.38 2.74 -2.84
H 6.01 -4.57 1.61
H -1.05 -1.99 5.40
C -3.67 1.94 2.40
H 2.68 3.61 -3.43
H -4.29 2.45 -3.21
C -3.69 2.67 1.22
C 2.67 -3.21 0.05
H -0.67 -2.86 2.82
C -0.17 2.02 4.45
H -4.22 2.15 3.30
H 1.93 -5.34 -1.46
C 1.99 2.37 3.33
H 0.93 4.35 -0.14
H -0.76 -1.57 -2.65
C 1.29 -2.92 -3.56
C 0.23 -6.64 -1.47
H -0.18 3.08 4.75
H 3.13 1.96 -2.94
C -3.23 -2.19 1.47
C -1.23 -4.43 -0.68
N -1.48 0.11 -1.55
H 3.40 0.27 -4.01
N -4.14 -2.03 0.43
C 2.39 -0.32 2.02
H 2.51 1.81 4.11
C -4.10 3.41 -2.74
H 3.81 -5.38 2.45
C -0.95 -1.10 4.76
C -3.10 4.71 -1.01
H 0.69 -3.82 -3.45
C 0.32 -1.24 3.91
C -4.50 5.79 -2.64
N 0.73 1.26 -0.85
H 0.32 1.46 5.25
H -5.37 4.48 -4.11
N 1.98 1.88 -0.60
C 1.54 -1.15 4.84
C 2.23 3.11 -1.37
C 1.73 -2.55 -4.83
```

Values from the calculation:
- <S²>: 0.835
- DFT total energy: -106735.887 eV
- Spin multiplicity: 2
- LUMO (alpha / beta): 4.198 / 4.196 eV
- Charge: -2

These are the Mulliken partial charges, in e, on atoms 1 to 99: H 0.81; Si 3.69; H 0.33; H 0.50; H -0.16; H 0.42; H 0.27; C -0.75; H 0.27; N 1.54; N -0.66; H 0.24; C -0.28; H -0.13; H 0.59; C -0.52; H -0.62; H 0.26; H 0.28; H 0.45; C -1.03; C -0.81; C 0.05; H 0.53; H 0.44; C -1.69; H 0.38; C -0.71; H 0.65; H -0.23; C -0.27; H 0.37; H 0.28; O -0.44; H 0.21; C 0.59; C -0.28; H -0.06; H 0.38; C -0.02; C -0.62; H 0.26; H 0.42; H -1.12; C -0.70; H 0.40; C -1.75; C 1.53; H 0.38; C -0.73; H -0.85; C -2.09; H 0.71; C 0.30; H 0.25; H 0.38; C -1.66; N -0.29; H 0.68; C -0.90; H 0.70; H 0.26; C -1.02; H 0.18; C -0.51; C 3.19; H 0.53; H 0.36; C -0.98; H -0.27; C -0.71; H 0.37; H 0.42; O -0.74; H 0.47; C -0.99; V 1.54; H 0.39; C -1.73; C -2.10; Si -0.61; C -1.59; H 0.34; H 0.55; C -2.10; H 0.54; H 0.55; C -0.97; C 0.22; H 0.07; C -2.17; H 0.38; H 0.48; C -2.00; H 0.25; H 1.01; C -0.46; C -0.82; H 0.51

=====

(3)
Density functional theory data (ωB97M-V with the def2-TZVPD basis set) for an isolated molecule of C9H8N2 at a distorted geometry.

The geometry in XYZ format:
```
19
Properties=species:S:1:pos:R:3
H -3.25 -1.97 -0.67
C 3.08 0.66 -0.30
C 1.01 0.11 -0.01
H 1.41 2.11 -0.71
C -3.23 0.11 -0.01
C -0.45 0.01 0.00
C -2.44 1.24 0.30
H -0.64 -1.85 -0.53
C -2.62 -1.09 -0.31
N -1.13 1.22 0.25
C 3.10 -0.61 0.26
H -4.06 0.36 0.24
N 1.79 -0.86 0.43
H -2.75 2.24 0.72
H 4.17 1.22 -0.35
C -1.15 -1.12 -0.30
H 1.39 -1.79 1.03
C 1.87 1.18 -0.48
H 3.91 -1.18 0.44
```

Values from the calculation:
- DFT total energy: -12439.046 eV
- Energy above the lowest of the compared OMol25 structures with the same formula, charge and spin: 95.5 kcal per mole
- LUMO: 0.701 eV
- Charge: 0
- Structure (SMILES): c1ccc(-c2ccc[nH]2)nc1

Let us look at the Mulliken charges, expressed in e, one per atom: H 0.31; C -0.47; C 0.16; H 0.48; C -0.79; C 0.46; C -0.03; H 0.85; C -0.46; N -0.46; C -0.50; H 0.59; N -0.11; H 0.38; H 0.18; C -0.88; H 0.37; C -0.59; H 0.52

=====

(4)
Density functional theory data (ωB97M-V with the def2-TZVPD basis set) for an isolated molecule of C2H5BrN2O at a distorted geometry.

The geometry in XYZ format:
```
11
Properties=species:S:1:pos:R:3
H 0.76 1.01 -1.60
N -0.79 -0.21 0.44
H 1.99 1.41 -0.24
Br -2.44 -0.15 1.40
C 1.07 0.78 -0.56
C 0.02 0.95 0.45
H -0.16 -2.19 0.52
H -1.09 -1.81 -0.84
N -0.37 -1.47 -0.22
O -0.32 1.90 1.11
H 1.32 -0.21 -0.47
```

Values from the calculation:
- DFT total energy: -77223.223 eV
- Energy above the lowest of the compared OMol25 structures with the same formula, charge and spin: 30.9 kcal per mole
- LUMO: 0.110 eV
- Charge: 0
- Structure (SMILES): CC(=O)N(N)Br

Let us look at the Mulliken charges, expressed in e, one per atom: H 0.24; N -0.08; H 0.26; Br -0.04; C -0.96; C 0.76; H 0.25; H 0.26; N -0.54; O -0.59; H 0.45